# 1
C16H26CuN2O10 | ωB97M-V/def2-TZVPD

## Properties
net charge = -2
LUMO level (alpha / beta) = 3.3 / 3.3 eV
gap between HOMO and LUMO (alpha / beta) = 4.7 / 4.6 eV
2S+1 = 2

```
55
Properties=species:S:1:pos:R:3:mulliken_spin:R:1
Cu -0.54236 1.89822 0.13340 0.818
C 0.65370 -6.11833 -2.21199 0.000
C 1.03052 -5.56283 -0.84297 0.000
N 0.97160 -4.14288 -0.70091 0.000
C -0.15816 -3.37475 -0.97296 -0.001
C 0.10511 -2.09857 -0.62346 -0.001
N 1.45768 -2.08293 -0.30904 0.000
C 1.95179 -3.29817 -0.37844 0.000
C 2.12611 -0.86557 0.16605 0.001
H -0.42848 -6.02106 -2.36024 0.000
H 0.90886 -7.15247 -2.42113 0.000
H 0.99748 -5.47998 -3.03238 0.000
H 1.98736 -6.02314 -0.59260 0.000
H 0.34940 -6.03434 -0.12951 0.000
H -1.00803 -3.93807 -1.31587 0.000
H -0.49149 -1.18753 -0.49498 0.001
H 2.96993 -3.53876 -0.12567 0.000
H 2.64325 -1.11921 1.08990 0.000
H 1.32659 -0.19336 0.34398 -0.001
H 2.83634 -0.49989 -0.56983 0.000
C -1.02501 1.00149 -3.83016 -0.002
C -1.01439 1.21071 -2.33923 -0.006
O -0.31972 0.46998 -1.59233 0.019
O -1.54124 2.21803 -1.81531 0.040
H -1.93924 1.33946 -4.31923 0.000
H -0.89680 -0.05571 -4.06742 0.001
H -0.21048 1.57718 -4.27177 0.000
C 2.72538 2.03507 2.83589 0.001
C 1.24037 1.81997 3.09726 0.001
O 0.80791 1.73638 4.26033 0.006
O 0.52773 1.50139 2.09339 0.014
H 3.20247 1.17310 2.36897 0.000
H 3.30808 2.34995 3.70512 -0.001
H 2.77540 2.86883 2.13129 0.000
C 2.87197 4.42131 -0.04396 -0.001
C 1.69997 3.48302 -0.28126 0.002
O 1.87621 2.24436 -0.38164 0.003
O 0.54957 3.97691 -0.24879 0.001
H 3.55418 4.20364 -0.88303 0.000
H 3.53306 4.20550 0.79543 0.000
H 2.58992 5.46985 -0.06352 0.000
C -3.72925 4.03975 2.31769 0.012
C -2.63171 2.98371 2.29829 -0.004
O -2.65898 2.07358 3.11291 0.000
O -1.86267 3.05894 1.27492 0.095
H -3.42311 4.87426 2.96073 0.000
H -4.69369 3.69139 2.69695 0.001
H -4.00081 4.48859 1.35750 -0.001
C -3.29860 -1.24043 -0.23967 0.000
C -2.56151 -0.97533 1.07277 0.000
O -3.01711 -1.36856 2.15451 0.000
O -1.49183 -0.29988 0.92487 0.000
H -2.91416 -2.03732 -0.87991 0.000
H -3.35009 -0.30100 -0.79988 0.000
H -4.36902 -1.40451 -0.05303 0.000
```

=====

# 2
C3H2Br2O | ωB97M-V/def2-TZVPD

## Properties
LUMO level (alpha / beta) = -3.1 / -1.8 eV
gap between HOMO and LUMO (alpha / beta) = 5.1 / 7.9 eV

```
8
Properties=species:S:1:pos:R:3:lowdin_charge:R:1
C 0.04457 0.13844 0.24691 -0.059
C 0.19967 -0.65969 1.38212 -0.559
C -0.32422 -1.83587 1.83961 -0.188
O -0.94120 -2.77896 2.17305 0.225
Br 1.46019 -0.12240 2.93728 0.654
Br -1.34763 2.79267 -0.59253 -0.140
H 0.68750 0.96276 -0.09695 0.030
H -0.70415 -0.26401 -0.35441 0.036
```

=====

# 3
C8H12 | ωB97M-V/def2-TZVPD

## Properties
structure (SMILES) = C1C[C@@H]2[C@H]1C[C@@H]1C[C@H]12
LUMO level = 1.2 eV
gap between HOMO and LUMO = 9.5 eV

```
20
Properties=species:S:1:pos:R:3:lowdin_charge:R:1
C -1.71546 0.16141 0.73253 -0.169
C -1.91488 0.20870 -0.80347 -0.152
C -0.46575 -0.16658 -1.01267 -0.211
C -0.51435 -0.82318 0.55184 -0.190
C 0.86869 -0.54414 1.28509 -0.107
C 1.64115 -0.19280 0.02972 -0.267
C 2.09567 0.91902 -0.76588 -0.085
C 0.66022 0.69736 -0.68494 -0.233
H -1.48271 1.10072 1.28402 0.115
H -2.54339 -0.39052 1.16063 0.087
H -2.64326 -0.61899 -1.07885 0.130
H -2.33104 1.15734 -1.12991 0.097
H -0.31654 -0.93648 -1.76170 0.130
H -0.80234 -1.89063 0.73558 0.136
H 0.79966 0.25649 1.98589 0.099
H 1.23179 -1.44049 1.74651 0.090
H 1.83379 -1.16163 -0.54313 0.162
H 2.71879 0.52666 -1.55405 0.105
H 2.59772 1.79076 -0.38153 0.103
H 0.28222 1.34697 0.20430 0.161
```

=====

# 4
C53H57ClGeNNbO2S2Si | ωB97M-V/def2-TZVPD

## Properties
net charge = -2
LUMO level (alpha / beta) = 3.7 / 3.7 eV
gap between HOMO and LUMO (alpha / beta) = 2.4 / 2.4 eV

```
119
Properties=species:S:1:pos:R:3:lowdin_charge:R:1
Nb 1.06851 0.09483 0.74891 1.254
C 0.77252 2.39784 0.76730 -0.416
Si -0.77617 3.38825 0.87148 0.642
C -2.50596 2.71343 1.54962 -0.258
N -3.32699 1.89322 0.69977 -0.194
C -3.83431 0.60224 1.08668 -0.260
C -5.32540 0.49095 1.30329 -0.205
C -6.12850 1.02408 0.11950 -0.205
C -5.25409 1.61752 -1.03861 -0.194
C -4.19659 2.52542 -0.43667 -0.155
C -1.06773 3.95227 -0.97110 -0.271
C -1.37064 5.22647 -1.31887 -0.134
C -1.57469 5.66497 -2.62639 -0.094
C -1.38793 4.69982 -3.65131 -0.097
C -1.05771 3.38105 -3.26872 -0.095
C -0.96214 2.98579 -1.94098 -0.117
C -0.40200 4.91459 1.90383 -0.236
C -1.24521 5.53048 2.87810 -0.061
C -0.86550 6.81166 3.41869 -0.113
C 0.21156 7.47618 2.89482 -0.140
C 1.13014 6.78758 2.09100 -0.119
C 0.83252 5.54542 1.58151 -0.111
H 1.26946 2.38469 1.73006 -0.030
H 1.37652 2.75425 -0.07751 -0.002
H -3.15618 3.53706 1.87942 0.061
H -2.28157 2.23036 2.47169 0.036
H -3.24758 0.24434 1.97268 0.067
H -3.56410 -0.14107 0.24399 0.127
H -5.54984 1.13698 2.16330 0.099
H -5.52244 -0.55843 1.66493 0.121
H -6.76517 1.86941 0.49389 0.100
H -6.90689 0.33566 -0.25493 0.093
H -5.84193 2.26097 -1.77178 0.120
H -4.76452 0.85297 -1.64875 0.103
H -4.63273 3.43158 -0.00537 0.100
H -3.53420 2.86651 -1.26924 0.097
H -1.64797 5.95190 -0.54313 0.103
H -1.87194 6.67816 -2.89270 0.087
H -1.52812 5.02662 -4.65126 0.070
H -0.88251 2.65107 -4.07548 0.095
H -0.86535 1.88016 -1.66605 0.127
H -2.04633 5.00431 3.33369 0.072
H -1.46003 7.20721 4.21988 0.081
H 0.40705 8.52636 3.25926 0.105
H 2.10602 7.26390 1.82199 0.104
H 1.49754 5.01401 0.88152 0.099
Cl -0.69286 -0.26146 2.45295 -0.114
C 1.54364 -0.22048 -2.40203 -0.251
O 0.87880 0.00136 -1.21376 -0.547
H 1.34901 0.62876 -3.08058 0.064
H 1.27209 -1.19857 -2.86482 0.070
H 2.64918 -0.28824 -2.30916 0.065
O 2.68603 -0.31987 1.15970 -0.600
S 7.35388 -1.21056 1.23315 0.844
C 7.78089 0.43176 0.51242 -0.469
C 7.07897 1.72663 0.62774 -0.286
C 7.13599 2.58491 1.73462 -0.050
C 6.41644 3.77107 1.73588 -0.105
C 5.87486 4.28928 0.58366 -0.080
C 6.03161 3.49693 -0.57450 -0.093
C 6.44114 2.17934 -0.53652 -0.046
C 5.54919 -1.23528 1.70109 -0.398
C 5.37020 -1.32202 3.20264 -0.268
C 5.31860 -0.21259 4.05773 -0.050
C 5.25682 -0.31924 5.44459 -0.093
C 5.14534 -1.57005 6.06380 -0.106
C 5.20309 -2.68779 5.25293 -0.113
C 5.34974 -2.56202 3.87807 -0.052
H 7.85857 0.28142 -0.52965 0.030
H 8.86808 0.47501 0.98719 0.099
H 7.75476 2.32211 2.59011 0.115
H 6.40063 4.22577 2.69717 0.091
H 5.42538 5.28075 0.55999 0.100
H 5.93461 3.98979 -1.55861 0.107
H 6.33465 1.58747 -1.47291 0.131
H 5.31476 -2.23997 1.34032 0.063
H 4.99685 -0.56748 1.09844 0.035
H 5.24651 0.77338 3.68831 0.092
H 5.34582 0.65750 5.95866 0.103
H 5.04794 -1.67011 7.13789 0.089
H 5.15068 -3.68874 5.65596 0.093
H 5.44998 -3.54001 3.29736 0.132
C -1.16334 -2.66049 0.15162 -0.925
Ge -2.07633 -3.92583 -1.08534 0.884
C -1.02722 -5.59796 -1.44151 -0.268
C 0.25269 -5.58746 -1.96743 -0.076
C 0.85811 -6.83722 -2.24880 -0.083
C 0.23505 -8.01930 -1.83314 -0.148
C -0.94599 -7.99726 -1.17739 -0.113
C -1.55454 -6.73637 -0.88103 -0.100
C -3.87301 -4.46770 -0.72223 -0.287
C -4.19224 -5.18324 0.43264 -0.127
C -5.44679 -5.72356 0.54094 -0.129
C -6.46069 -5.38335 -0.33324 -0.105
C -6.16796 -4.49500 -1.40227 -0.086
C -4.84782 -4.07268 -1.63322 -0.102
C -2.11545 -3.19979 -2.87830 -0.305
C -1.58943 -1.91365 -3.21878 -0.072
C -1.76588 -1.43399 -4.52694 -0.097
C -2.15606 -2.30697 -5.57973 -0.120
C -2.46252 -3.66492 -5.31525 -0.080
C -2.56384 -3.99286 -3.90473 -0.149
H -1.76995 -1.76678 0.41870 -0.103
H 0.83038 -4.71392 -2.22800 0.098
H 1.71807 -6.84618 -2.83386 0.066
H 0.79590 -8.94746 -1.94561 0.089
H -1.54949 -8.88588 -0.98639 0.090
H -2.55485 -6.71714 -0.46637 0.065
H -3.36610 -5.42114 1.13877 0.117
H -5.64990 -6.35282 1.38445 0.087
H -7.48418 -5.72173 -0.19131 0.085
H -6.90956 -4.08513 -2.05871 0.079
H -4.67583 -3.40915 -2.46249 0.088
H -1.05596 -1.27550 -2.47767 0.086
H -1.51196 -0.41940 -4.68501 0.069
H -2.13704 -1.94718 -6.58953 0.069
H -2.67603 -4.38482 -6.12998 0.087
H -2.77669 -5.02589 -3.62484 0.093
S 0.39379 -2.60214 0.71020 0.258
```

=====

What are the relative energy (zero: lowest compared OMol25 entry of this formula, charge and spin) values for these records? In order: 1.2588 2.7821 3.6299 2.5514 eV.